Entry 1:
Formula: CH5OPS
Source: the OMol25 dataset
Level of theory: the ωB97M-V functional and the def2-TZVPD basis

Each line ends with the Löwdin charge.
Positions of all 9 atoms, in Å:
O -3.795 0.078 -0.908  -0.5759
P -3.831 -0.220 0.485  0.7442
H -2.906 0.760 0.868  -0.1598
C 2.214 -0.247 -0.320  -0.5062
S 1.140 0.477 0.937  0.5755
H 3.132 -0.498 0.308  0.0485
H 2.399 0.469 -1.110  0.0163
H 1.829 -1.155 -0.706  0.0056
H -0.183 0.336 0.446  -0.1482

Kohn-Sham gap   8.18 eV
E_LUMO   -0.936 eV
E_HOMO   -9.111 eV
Total energy   -855.8151 hartree
SMILES   O=P.CS
Energy above the lowest of the compared OMol25 structures with the same formula, charge and spin   224.07 kJ/mol

Entry 2:
Formula: C56H46NO3PS4Te2Ti
Source: the OMol25 dataset
Level of theory: the ωB97M-V functional and the def2-TZVPD basis

Each line ends with the Löwdin charge.
Positions of all 114 atoms, in Å:
Ti -2.441 0.668 -0.712  0.2855
S -3.797 2.252 -1.678  0.1828
S -4.972 0.847 -0.592  -0.0284
S -5.152 -1.077 -1.582  -0.0074
S -3.145 -1.203 -2.063  -0.0873
C -2.174 5.313 4.582  -0.0408
C -2.198 4.540 3.263  -0.2751
C -1.532 4.994 2.138  -0.0328
C -1.418 4.366 0.931  -0.0608
C -0.877 5.060 -0.338  -0.2451
O -1.549 5.191 -1.343  0.1007
C 0.568 5.592 -0.367  -0.1208
C 1.097 6.242 -1.512  -0.0225
C 2.339 6.856 -1.509  -0.0828
C 3.184 6.701 -0.383  -0.0948
C 2.709 5.969 0.683  -0.1164
C 1.445 5.388 0.687  -0.0393
C -1.716 2.950 0.962  -0.2549
O -1.373 2.166 -0.016  -0.2165
C -2.407 2.393 2.133  -0.0462
C -2.847 3.341 3.098  0.0031
C -2.783 0.994 2.167  -0.1916
N -2.288 0.147 1.274  -0.0533
C -2.200 -1.305 1.486  -0.3088
C -0.834 -1.480 2.064  -0.4287
Te -0.092 -3.569 1.891  1.2197
C 0.586 -3.965 3.886  -0.5544
C 1.923 -4.390 4.054  -0.1724
C 2.515 -4.377 5.278  -0.1213
C 1.827 -3.858 6.329  -0.1145
C 0.458 -3.622 6.248  -0.0974
C -0.192 -3.639 5.016  -0.1459
C -3.598 0.487 3.258  -0.1667
C -3.275 0.778 4.612  -0.0373
C -3.888 0.161 5.666  -0.0838
C -4.974 -0.657 5.366  -0.0878
C -5.370 -0.941 4.060  -0.0642
C -4.712 -0.301 3.021  -0.0351
H -2.252 4.598 5.411  0.0745
H -2.989 6.000 4.605  0.0602
H -1.252 5.909 4.623  0.0781
H -1.143 6.010 2.190  0.1277
H 0.453 6.367 -2.391  0.1181
H 2.754 7.359 -2.386  0.1002
H 4.188 7.170 -0.320  0.1078
H 3.344 5.916 1.556  0.0958
H 1.185 4.781 1.603  0.1348
H -3.535 3.048 3.900  0.1161
H -2.407 -1.762 0.553  0.0521
H -2.946 -1.680 2.182  0.1044
H -0.788 -1.121 3.134  0.0846
H -0.025 -0.974 1.599  0.0121
H 2.485 -4.612 3.161  0.0796
H 3.539 -4.759 5.448  0.1181
H 2.363 -3.708 7.217  0.0824
H -0.194 -3.506 7.130  0.1077
H -1.283 -3.439 5.002  0.1084
H -2.443 1.464 4.773  0.1169
H -3.609 0.358 6.658  0.0875
H -5.458 -1.196 6.235  0.1168
H -6.230 -1.518 3.814  0.0976
H -5.177 -0.329 2.012  0.1084
O -0.862 0.607 -1.829  -0.2228
C -0.002 -0.146 -2.364  -0.4957
C 1.233 0.156 -3.040  -0.2783
C 1.087 0.744 -4.331  -0.0243
C 2.214 0.941 -5.113  -0.0870
C 3.456 0.600 -4.592  -0.0851
C 3.592 -0.009 -3.334  -0.0933
C 2.460 -0.244 -2.581  -0.3463
P 2.523 -1.323 -1.072  1.1230
C 3.535 -0.173 -0.036  -0.3666
C 3.710 -0.633 1.312  -0.1062
C 3.949 0.266 2.341  -0.1096
C 4.190 1.578 2.072  -0.1115
C 4.159 2.062 0.770  -0.0848
C 3.789 1.194 -0.245  -0.0827
C 3.730 -2.575 -1.617  -0.4053
C 5.050 -2.400 -1.347  -0.1135
C 5.952 -3.400 -1.803  -0.1132
C 5.579 -4.490 -2.530  -0.0966
C 4.184 -4.648 -2.798  -0.0554
C 3.278 -3.739 -2.239  -0.0855
H 0.096 1.163 -4.704  0.1443
H 2.063 1.307 -6.088  0.0863
H 4.385 0.743 -5.172  0.1024
H 4.580 -0.282 -2.992  0.1020
H 3.534 -1.721 1.559  0.1152
H 3.975 -0.076 3.352  0.0944
H 4.405 2.324 2.817  0.0955
H 4.440 3.079 0.514  0.0982
H 3.763 1.623 -1.249  0.1018
H 5.446 -1.456 -0.831  0.1270
H 7.016 -3.289 -1.477  0.1087
H 6.377 -5.140 -2.839  0.0904
H 3.787 -5.504 -3.322  0.0938
H 2.237 -3.973 -2.272  0.0740
C -1.649 -1.442 -4.848  -0.3386
Te -0.839 -2.231 -2.893  1.2020
C -1.978 -4.149 -3.771  -0.3510
C -2.784 -3.724 -4.954  -0.2817
C -3.548 -4.623 -5.707  -0.0853
C -4.198 -4.197 -6.810  -0.1112
C -4.114 -2.818 -7.187  -0.1150
C -3.504 -1.906 -6.412  -0.0769
C -2.642 -2.410 -5.446  -0.2773
H -0.728 -1.441 -5.437  0.0431
H -2.154 -0.442 -4.730  0.0720
H -2.572 -4.504 -2.890  0.0453
H -1.131 -4.760 -4.005  0.0045
H -3.577 -5.681 -5.424  0.1110
H -4.769 -4.928 -7.439  0.1041
H -4.548 -2.468 -8.127  0.0936
H -3.602 -0.830 -6.608  0.1211

Kohn-Sham gap (spin up / spin down)   4.96 / 4.96 eV
E_LUMO (spin up / spin down)   1.715 / 1.647 eV
E_HOMO (spin up / spin down)   -3.244 / -3.318 eV
Total energy   -5761.5805 hartree
2S+1   2
Charge   -1
Energy above the lowest of the compared OMol25 structures with the same formula, charge and spin   83.56 kJ/mol

> The highest energy above the lowest of the compared OMol25 structures with the same formula, charge and spin belongs to which entry?

CH5OPS

> The highest total energy belongs to which entry?

CH5OPS

> Among the records above, which one has the lowest total energy?

C56H46NO3PS4Te2Ti

Please write out number 1 again, unchanged.
Formula: CH5OPS
Source: the OMol25 dataset
Level of theory: the ωB97M-V functional and the def2-TZVPD basis

Each line ends with the Löwdin charge.
Positions of all 9 atoms, in Å:
O -3.795 0.078 -0.908  -0.5759
P -3.831 -0.220 0.485  0.7442
H -2.906 0.760 0.868  -0.1598
C 2.214 -0.247 -0.320  -0.5062
S 1.140 0.477 0.937  0.5755
H 3.132 -0.498 0.308  0.0485
H 2.399 0.469 -1.110  0.0163
H 1.829 -1.155 -0.706  0.0056
H -0.183 0.336 0.446  -0.1482

Kohn-Sham gap   8.18 eV
E_LUMO   -0.936 eV
E_HOMO   -9.111 eV
Total energy   -855.8151 hartree
SMILES   O=P.CS
Energy above the lowest of the compared OMol25 structures with the same formula, charge and spin   224.07 kJ/mol